No. 1
98
Properties=species:S:1:pos:R:3:lowdin_charge:R:1 method="wB97M-V/def2-TZVPD" homo_energy_ev="-10.98 / -11.66" multiplicity=4 total_charge=+1 homo_lumo_gap_ev="8.554 / 5.223"
Au -1.334 -0.564 0.131 0.94
C -3.379 -4.439 2.781 -0.16
Si -3.143 -2.632 2.178 0.55
C -2.589 -1.648 3.701 -0.16
C -4.771 -2.121 1.338 -0.16
C -1.780 -2.668 0.796 -0.36
C -2.376 -2.997 -0.498 -0.45
C -2.845 -4.226 -0.956 -0.01
C -3.432 -4.282 -2.205 -0.03
C -3.525 -3.133 -2.987 -0.04
C -3.025 -1.954 -2.474 -0.11
N -2.473 -1.913 -1.273 0.01
Si -0.033 -3.411 1.068 0.52
C 0.955 -2.323 2.284 -0.17
C -0.081 -5.192 1.738 -0.16
C 0.802 -3.457 -0.653 -0.17
H -4.166 -4.438 3.526 0.04
H -2.486 -4.830 3.250 0.01
H -3.677 -5.113 1.989 0.02
H -3.404 -1.626 4.420 0.04
H -2.353 -0.616 3.472 -0.01
H -1.732 -2.089 4.201 0.03
H -5.537 -1.942 2.086 0.04
H -5.144 -2.882 0.655 0.03
H -4.652 -1.197 0.783 0.01
H -2.749 -5.097 -0.331 0.11
H -3.826 -5.218 -2.570 0.12
H -3.967 -3.149 -3.969 0.11
H -3.066 -1.023 -3.020 0.12
H 0.806 -2.656 3.306 0.03
H 0.673 -1.272 2.241 -0.01
H 2.021 -2.386 2.083 0.03
H -0.439 -5.219 2.760 0.02
H 0.923 -5.603 1.734 0.04
H -0.707 -5.848 1.144 0.03
H 0.409 -2.675 -1.299 -0.03
H 0.633 -4.412 -1.141 0.04
H 1.877 -3.313 -0.577 0.02
F -2.774 0.836 1.523 -0.45
Sb -4.027 2.210 2.245 1.42
F -2.592 3.417 1.855 -0.36
F -3.223 1.752 3.899 -0.35
F -5.122 3.563 2.933 -0.34
F -5.296 0.823 2.436 -0.34
F -4.601 2.444 0.444 -0.35
C 4.892 2.382 4.151 -0.03
C 3.997 1.887 3.065 -0.23
C 4.490 1.095 2.034 0.01
C 3.660 0.626 1.031 -0.30
C 4.203 -0.255 -0.054 -0.05
C 2.312 1.015 1.027 -0.28
As 1.344 0.419 -0.577 1.44
N -0.264 1.149 -0.569 -0.27
C -0.809 2.310 -0.903 -0.35
C -2.193 2.424 -1.195 -0.01
C -2.738 3.644 -1.511 -0.04
C -1.952 4.794 -1.502 0.00
C -0.587 4.697 -1.223 -0.03
C -0.013 3.485 -0.950 0.00
C 2.071 1.238 -2.286 -0.22
C 2.981 2.287 -2.397 -0.28
C 3.556 3.053 -1.245 -0.05
C 3.432 2.653 -3.667 0.01
C 3.000 2.016 -4.815 -0.25
C 3.534 2.365 -6.167 -0.03
C 2.066 0.996 -4.681 0.00
C 1.608 0.590 -3.439 -0.28
C 0.668 -0.578 -3.375 -0.07
C 1.765 1.718 2.107 -0.25
C 0.307 2.008 2.248 -0.04
C 2.638 2.171 3.091 0.02
H 5.920 2.078 3.978 0.08
H 4.567 1.989 5.114 0.10
H 4.847 3.469 4.207 0.09
H 5.540 0.840 2.020 0.13
H 5.233 -0.536 0.147 0.10
H 4.169 0.259 -1.019 0.07
H 3.600 -1.167 -0.139 0.07
H -2.805 1.535 -1.142 0.10
H -3.791 3.719 -1.736 0.12
H -2.399 5.759 -1.690 0.12
H 0.020 5.588 -1.216 0.12
H 1.042 3.395 -0.730 0.09
H 3.044 2.844 -0.308 0.05
H 3.503 4.121 -1.449 0.10
H 4.609 2.801 -1.116 0.10
H 4.154 3.455 -3.742 0.13
H 4.224 3.202 -6.114 0.08
H 2.721 2.617 -6.846 0.09
H 4.058 1.504 -6.584 0.09
H 1.701 0.492 -5.564 0.13
H 0.364 -0.871 -4.377 0.09
H -0.229 -0.353 -2.793 0.04
H 1.174 -1.432 -2.916 0.07
H -0.305 1.158 1.928 0.03
H 0.011 2.875 1.653 0.08
H 0.050 2.235 3.281 0.10
H 2.243 2.758 3.906 0.13

---

No. 2
92
Properties=species:S:1:pos:R:3:lowdin_charge:R:1 method="wB97M-V/def2-TZVPD" homo_energy_ev="-13.30 / -13.32" multiplicity=2 total_charge=+2 homo_lumo_gap_ev="6.496 / 5.611" relative_energy_ev=0.6329
Ir -0.006 -0.708 -0.356 1.23
C -1.749 -3.483 2.377 -0.04
C -0.439 -2.939 2.961 -0.35
C 0.798 -3.406 2.203 -0.05
C -0.601 -1.448 3.247 -0.14
C -1.387 -1.197 4.375 -0.03
C -1.683 0.078 4.802 -0.03
C -1.158 1.159 4.118 -0.01
C -0.360 0.985 2.997 -0.13
C 0.292 2.214 2.396 -0.36
C -0.666 3.403 2.327 -0.05
C 1.539 2.614 3.198 -0.02
C -0.118 -0.330 2.542 -0.19
N 0.754 -0.446 1.372 -0.10
C 2.144 -0.443 1.660 -0.21
C 2.602 -0.690 2.959 -0.03
C 3.947 -0.625 3.265 -0.04
C 4.879 -0.303 2.286 -0.03
C 4.452 -0.020 0.999 0.01
C 3.108 -0.091 0.715 -0.22
F 2.713 0.245 -0.531 -0.01
H -1.661 -4.547 2.152 0.09
H -2.034 -2.956 1.469 0.06
H -2.566 -3.357 3.088 0.09
H -0.355 -3.392 3.952 0.14
H 0.848 -3.029 1.184 0.03
H 0.792 -4.496 2.152 0.10
H 1.719 -3.111 2.702 0.08
H -1.768 -2.045 4.932 0.13
H -2.295 0.231 5.681 0.12
H -1.349 2.159 4.482 0.12
H 0.608 1.975 1.381 0.08
H -0.883 3.800 3.319 0.08
H -1.611 3.145 1.848 0.08
H -0.195 4.212 1.771 0.07
H 1.274 2.793 4.241 0.10
H 1.958 3.539 2.797 0.09
H 2.317 1.853 3.174 0.06
H 1.886 -0.911 3.739 0.13
H 4.269 -0.818 4.279 0.12
H 5.932 -0.257 2.526 0.12
H 5.141 0.263 0.215 0.13
C -3.428 -5.806 -1.888 -0.01
C -2.623 -4.587 -1.576 -0.22
C -3.186 -3.314 -1.572 0.03
C -2.426 -2.212 -1.244 -0.10
N -1.134 -2.324 -0.898 -0.23
C -0.557 -3.540 -0.951 -0.19
C -1.264 -4.672 -1.272 0.02
H -4.366 -5.554 -2.377 0.09
H -3.661 -6.336 -0.962 0.11
H -2.868 -6.493 -2.522 0.10
H -4.226 -3.167 -1.832 0.13
H -2.844 -1.217 -1.250 0.10
H 0.501 -3.593 -0.739 0.10
H -0.749 -5.623 -1.288 0.14
C -0.223 1.161 -4.660 -0.21
As 1.250 0.037 -4.158 0.83
C 2.915 0.946 -3.856 -0.22
C 1.549 -1.145 -5.637 -0.23
S 0.724 -1.302 -2.540 0.34
H 0.104 1.826 -5.459 0.06
H -0.595 1.737 -3.817 0.03
H -1.004 0.499 -5.032 0.06
H 3.046 1.738 -4.591 0.06
H 3.698 0.198 -3.977 0.06
H 2.949 1.350 -2.849 0.02
H 1.957 -0.561 -6.461 0.06
H 0.606 -1.600 -5.931 0.05
H 2.257 -1.916 -5.342 0.05
C 1.370 4.023 -3.027 -0.08
N 0.354 3.819 -2.020 -0.27
C 0.326 4.918 -1.070 -0.08
C 0.325 2.511 -1.414 -0.19
C -1.065 2.048 -1.004 -0.21
C -2.154 2.907 -1.152 -0.03
C -3.395 2.615 -0.610 -0.04
C -3.577 1.454 0.129 -0.06
C -2.533 0.549 0.234 -0.14
C -1.307 0.821 -0.377 -0.26
H 2.394 4.062 -2.618 0.10
H 1.186 4.968 -3.538 0.10
H 1.325 3.235 -3.777 0.04
H 0.025 5.837 -1.573 0.10
H 1.308 5.089 -0.601 0.10
H -0.397 4.718 -0.283 0.06
H 0.961 2.459 -0.511 0.12
H 0.768 1.787 -2.101 0.04
H -1.997 3.833 -1.687 0.12
H -4.212 3.313 -0.735 0.12
H -4.523 1.243 0.609 0.12
H -2.672 -0.360 0.810 0.10

---

No. 3
92
Properties=species:S:1:pos:R:3:lowdin_charge:R:1 method="wB97M-V/def2-TZVPD" homo_energy_ev="-10.14 / -10.40" multiplicity=5 total_charge=+1 homo_lumo_gap_ev="5.942 / 5.926"
Ru -0.714 0.045 0.180 0.87
S -2.196 -1.059 1.705 0.61
C -0.858 -0.913 2.763 -1.13
N 0.245 -0.367 2.318 -0.08
C 1.222 -0.312 3.294 -0.31
C 2.511 0.186 3.132 -0.01
C 3.360 0.200 4.221 -0.07
C 2.934 -0.262 5.468 -0.08
C 1.660 -0.771 5.643 -0.08
C 0.814 -0.808 4.542 -0.46
S -0.829 -1.391 4.437 1.06
H 2.811 0.557 2.163 0.07
H 4.368 0.578 4.108 0.11
H 3.606 -0.219 6.314 0.11
H 1.330 -1.122 6.611 0.11
C 4.452 1.592 0.585 -0.08
C 3.605 0.985 -0.546 -0.38
C 4.542 0.273 -1.529 -0.05
C 2.754 2.070 -1.191 -0.13
C 3.347 3.279 -1.535 -0.02
C 2.597 4.325 -2.039 -0.04
C 1.232 4.185 -2.211 -0.02
C 0.591 2.996 -1.892 -0.14
C -0.873 2.804 -2.247 -0.40
C -1.726 3.998 -1.819 -0.08
C -1.016 2.587 -3.758 -0.04
C 1.363 1.943 -1.372 -0.16
N 0.724 0.681 -1.184 -0.04
C 1.118 -0.278 -1.971 -0.08
C 0.485 -1.540 -1.844 -0.07
N -0.420 -1.643 -0.922 -0.06
C -1.091 -2.883 -0.749 -0.21
C -0.373 -3.998 -0.290 -0.14
C -1.032 -5.220 -0.254 -0.02
C -2.354 -5.330 -0.642 -0.04
C -3.063 -4.206 -1.032 -0.02
C -2.452 -2.963 -1.082 -0.17
C -3.206 -1.743 -1.579 -0.40
C -4.607 -1.636 -0.976 -0.07
C -3.282 -1.778 -3.110 -0.04
C 1.056 -3.888 0.209 -0.38
C 2.007 -4.735 -0.644 -0.05
C 1.146 -4.318 1.677 -0.05
H 4.855 0.807 1.226 0.08
H 3.859 2.276 1.192 0.09
H 5.297 2.149 0.181 0.08
H 2.936 0.236 -0.112 0.11
H 5.252 0.974 -1.968 0.09
H 4.010 -0.217 -2.345 0.06
H 5.107 -0.496 -0.999 0.09
H 4.413 3.400 -1.407 0.12
H 3.087 5.253 -2.302 0.11
H 0.665 5.007 -2.626 0.12
H -1.239 1.904 -1.738 0.06
H -1.465 4.885 -2.396 0.08
H -1.574 4.223 -0.761 0.03
H -2.782 3.789 -1.991 0.08
H -0.579 3.429 -4.296 0.09
H -2.070 2.522 -4.033 0.08
H -0.513 1.675 -4.083 0.08
H 1.881 -0.096 -2.717 0.14
H 0.720 -2.373 -2.498 0.15
H -0.501 -6.102 0.079 0.12
H -2.839 -6.298 -0.639 0.11
H -4.101 -4.308 -1.317 0.12
H -2.644 -0.841 -1.291 0.07
H -5.243 -2.451 -1.321 0.08
H -5.074 -0.698 -1.280 0.08
H -4.572 -1.670 0.113 0.06
H -3.744 -2.711 -3.432 0.09
H -2.288 -1.714 -3.556 0.08
H -3.881 -0.945 -3.482 0.08
H 1.374 -2.845 0.159 0.11
H 1.737 -5.789 -0.579 0.08
H 3.032 -4.624 -0.290 0.08
H 1.968 -4.447 -1.696 0.07
H 0.925 -5.380 1.788 0.08
H 0.444 -3.756 2.296 0.07
H 2.154 -4.140 2.055 0.09
C -1.881 5.244 1.732 0.03
As -1.803 2.056 1.179 1.03
C -2.298 1.992 3.069 -0.36
C -3.620 2.038 0.445 -0.35
H -2.909 5.092 2.030 -0.01
H -1.677 6.053 1.047 -0.01
H -1.092 4.944 2.406 -0.01
H -2.870 2.887 3.313 0.02
H -1.416 1.954 3.707 0.02
H -2.920 1.120 3.262 0.00
H -4.098 3.013 0.550 0.03
H -4.211 1.300 0.987 0.02
H -3.597 1.778 -0.613 0.00